No. 1
Below is 2 unconnected molecules or ions with the total composition C5H9NO in a non-equilibrium geometry, with properties calculated with ωB97M-V/def2-TZVPD.

Properties
Molecular weight = 99.13 g mol⁻¹
SMILES = C=CCC#N.CO
Energy relative to the best compared isomer or geometry (same formula, charge and spin) = 50.6 kcal/mol
Multiplicity = 1
Charge = 0

Positions of all 16 atoms, in Å:
C  0.637  1.694  1.169
C  -0.134  1.124  0.254
C  -1.445  0.450  0.575
C  -2.567  1.077  -0.127
N  -3.446  1.580  -0.686
H  1.583  2.154  0.906
H  0.345  1.718  2.216
H  0.165  1.106  -0.795
H  -1.657  0.481  1.650
H  -1.391  -0.599  0.262
C  1.617  -1.786  -0.732
O  0.219  -1.873  -0.939
H  2.039  -0.822  -1.055
H  1.795  -1.886  0.343
H  2.150  -2.593  -1.248
H  0.053  -1.943  -1.888

No. 2
Below is 4 unconnected molecules or ions with the total composition C2H12O4 in a non-equilibrium geometry, with properties calculated with ωB97M-V/def2-TZVPD.

Properties
Molecular weight = 100.11 g mol⁻¹
SMILES = CCO.O.O.O
Energy relative to the best compared isomer or geometry (same formula, charge and spin) = 18.5 kcal/mol
Multiplicity = 1
Charge = 0

Positions of all 18 atoms, in Å:
C  0.593  0.881  2.631
C  0.572  -0.247  1.583
O  -0.429  -0.032  0.581
H  0.178  1.768  2.144
H  1.623  1.070  2.913
H  0.008  0.661  3.524
H  1.565  -0.434  1.173
H  0.273  -1.185  2.066
H  -0.288  0.873  0.285
O  -1.780  -2.126  -0.913
H  -1.147  -1.418  -0.694
H  -1.465  -2.820  -0.317
O  -1.957  0.008  -3.372
H  -2.241  -0.720  -3.942
H  -1.420  -0.445  -2.713
O  1.767  1.062  -1.584
H  2.702  1.135  -1.797
H  1.444  1.970  -1.569